Computed, not measured: C32H28ClF3N5NaO2S3 as an isolated structure in a non-equilibrium geometry, with the ωB97M-V functional and the def2-TZVPD basis.

```
75
Properties=species:S:1:pos:R:3:forces:R:3
Na -0.87532 0.18731 -0.87483 -0.52 1.12 -0.47
Cl -1.07283 -7.18160 -1.91501 -0.01 0.08 0.04
C -1.07522 -5.49017 -1.42027 -0.09 -0.05 0.09
C -1.84781 -5.09119 -0.31058 0.05 -0.03 -0.05
C -1.83395 -3.79145 0.10655 0.00 -0.03 -0.01
C -1.04892 -2.77666 -0.55323 0.10 -0.06 0.00
O -0.93916 -1.62470 -0.06862 0.09 -1.38 0.47
C -0.35492 -3.20844 -1.74799 0.07 0.01 -0.02
C 0.38054 -2.30248 -2.59503 0.01 -0.04 0.01
N 0.21013 -1.03385 -2.66466 0.00 0.07 -0.07
C 0.96700 -0.28042 -3.56148 -0.04 0.02 0.13
C 1.45607 -0.74710 -4.76094 0.02 0.02 -0.11
C 2.20985 0.07431 -5.62459 -0.03 -0.06 0.04
C 2.45860 1.37793 -5.31096 -0.02 0.02 0.05
C 1.93165 1.91920 -4.11224 0.01 0.01 -0.01
C 2.10197 3.27792 -3.75487 0.03 -0.04 -0.07
C 1.55203 3.74738 -2.60363 -0.04 0.03 0.07
C 0.82139 2.85616 -1.78263 0.04 -0.05 0.03
N 0.64646 1.59401 -2.07566 0.27 0.00 -0.31
C 1.18609 1.10458 -3.23254 -0.11 -0.01 0.14
C -0.34797 -4.56942 -2.11539 0.05 0.10 -0.04
H -2.45160 -5.82779 0.20605 0.00 0.00 0.00
H -2.43004 -3.46051 0.94871 0.00 0.00 -0.02
H 1.14872 -2.78235 -3.21987 -0.04 -0.04 -0.03
H 1.23123 -1.76217 -5.06179 0.02 0.01 -0.01
H 2.58498 -0.33985 -6.55311 -0.02 -0.01 0.00
H 3.03333 2.01604 -5.97212 -0.01 0.01 0.00
H 2.66310 3.92805 -4.41776 0.00 0.00 0.01
H 1.65544 4.78310 -2.30815 0.00 -0.01 0.01
H 0.39465 3.19063 -0.84273 0.00 -0.01 -0.02
H 0.22312 -4.87990 -2.98480 0.01 0.01 0.01
S -3.40398 1.39917 -1.30550 0.03 -0.13 0.01
C -4.41083 0.60756 -0.13518 -0.07 0.22 0.11
S -3.76560 -0.21157 1.23318 -0.02 0.11 -0.11
C -5.81717 0.70604 -0.28984 -0.09 -0.04 -0.03
C -6.73201 0.19787 0.68037 0.20 0.17 -0.07
N -7.51548 -0.15746 1.45560 -0.03 -0.04 -0.07
C -6.42909 1.33381 -1.41556 0.09 -0.16 0.14
N -6.99043 1.80864 -2.30997 -0.02 0.04 0.04
C -3.87928 3.35448 2.07360 0.00 -0.03 -0.01
C -3.02046 2.71968 3.16157 -0.01 -0.03 -0.12
C -1.52961 2.86679 2.87677 0.02 0.07 0.01
S -0.85304 1.73301 1.62688 0.22 0.19 0.05
O 0.53592 2.29180 1.34472 -0.25 -0.17 0.17
C -0.63354 0.25749 2.69028 0.08 -0.05 -0.12
C 0.80093 0.09673 3.17365 -0.02 0.06 0.06
C 1.21944 1.07986 4.26344 -0.01 -0.03 -0.01
H -4.93062 3.09916 2.21095 0.01 0.03 0.01
H -3.59609 2.98345 1.08461 0.00 0.00 0.03
H -3.77440 4.44572 2.08515 -0.01 -0.04 -0.03
H -3.28907 1.66412 3.23376 0.02 -0.05 0.02
H -3.23011 3.17827 4.13415 0.02 0.01 0.00
H -0.91019 2.73447 3.76548 -0.01 0.04 -0.01
H -1.30638 3.84294 2.43816 0.00 0.03 0.06
H -0.94546 -0.57273 2.05096 0.01 0.01 0.06
H -1.34319 0.33287 3.51706 -0.04 0.00 -0.06
H 1.47168 0.21021 2.32023 0.01 -0.01 0.01
H 0.91070 -0.92941 3.53786 -0.01 -0.01 -0.01
H 1.27614 2.08984 3.85695 0.00 -0.01 0.01
H 2.20186 0.82036 4.66717 0.00 0.01 -0.02
H 0.50545 1.07537 5.09310 0.02 0.00 0.00
F 5.16518 -2.31040 3.55532 0.02 -0.04 0.05
C 5.45747 -1.56072 2.48038 -0.25 0.06 -0.11
F 5.96393 -0.40016 2.93352 0.06 0.05 0.03
F 6.45997 -2.18793 1.83049 0.12 -0.06 -0.02
C 4.26839 -1.34783 1.58413 0.14 -0.03 0.14
C 3.19543 -2.21560 1.61748 -0.12 -0.10 -0.02
C 2.13974 -1.98324 0.74198 -0.03 -0.07 0.00
N 2.12547 -0.97469 -0.11955 0.07 0.16 -0.06
C 3.16226 -0.14301 -0.13690 0.00 -0.02 0.12
C 4.26335 -0.28718 0.69616 -0.02 0.15 -0.12
H 3.16453 -3.04168 2.31399 -0.02 -0.01 -0.01
H 1.25918 -2.61835 0.73806 0.04 0.04 0.01
H 3.09694 0.68802 -0.83263 0.01 -0.03 0.01
H 5.08346 0.41765 0.66213 -0.02 0.01 -0.01
```
Positions in Å, forces in eV/Å.

Summary:
Electronic energy ... -102784.57818 eV
LUMO ... 3.40 eV
Total charge ... -2
Frontier orbital gap ... 4.520 eV
Energy relative to the best compared isomer or geometry (same formula, charge and spin) ... 17.5 kcal per mole

***

Computed, not measured: a 2-piece molecular cluster, C5H11NO overall, with the ωB97M-V functional and the def2-TZVPD basis.

```
18
Properties=species:S:1:pos:R:3:forces:R:3
C -1.78391 -0.79491 -0.63699 -0.04 -0.08 0.01
C -1.19853 0.61262 -0.55356 0.13 -0.03 -0.04
C -0.28744 0.87180 0.59064 -0.25 0.16 -0.06
N 1.00525 -1.32316 1.48545 0.07 0.19 -0.12
C 1.51939 -0.15721 1.21731 0.08 -0.02 0.17
O 2.11314 0.69201 1.85970 -0.17 -0.26 -0.12
C 1.64839 0.15617 -0.48844 0.02 0.04 -0.26
H -2.55935 -0.83779 -1.40699 0.11 0.01 0.11
H -1.02056 -1.53495 -0.89916 -0.10 0.13 0.04
H -2.23062 -1.09599 0.31594 0.08 0.05 -0.12
H -0.74437 0.91957 -1.50172 -0.06 -0.03 0.14
H -2.01820 1.33138 -0.36876 0.09 -0.05 0.01
H 0.23514 1.82087 0.63587 -0.02 -0.17 -0.03
H -0.63073 0.51719 1.55658 0.09 0.00 -0.12
H 0.56260 -1.71759 0.66166 0.06 0.08 0.08
H 1.70259 1.20729 -0.76719 -0.03 -0.13 0.10
H 1.02266 -0.42101 -1.16999 0.07 0.05 0.15
H 2.66452 -0.24630 -0.53034 -0.13 0.04 0.05
```
Positions in Å, forces in eV/Å.

Summary:
Electronic energy ... -8896.55993 eV
LUMO (alpha / beta) ... -1.39 / -1.38 eV
Total charge ... 0
Frontier orbital gap (alpha / beta) ... 7.477 / 7.480 eV
Energy relative to the best compared isomer or geometry (same formula, charge and spin) ... 118.5 kcal per mole

***

Question: Which of these has the lowest total charge?
Answer: C32H28ClF3N5NaO2S3

***

Question: total charge of number 1 (C32H28ClF3N5NaO2S3)?
Answer: -2

***

Question: The lowest electronic energy belongs to which entry?
Answer: C32H28ClF3N5NaO2S3

***

What did the second record say?
Computed, not measured: a 2-piece molecular cluster, C5H11NO overall, with the ωB97M-V functional and the def2-TZVPD basis.

```
18
Properties=species:S:1:pos:R:3:forces:R:3
C -1.78391 -0.79491 -0.63699 -0.04 -0.08 0.01
C -1.19853 0.61262 -0.55356 0.13 -0.03 -0.04
C -0.28744 0.87180 0.59064 -0.25 0.16 -0.06
N 1.00525 -1.32316 1.48545 0.07 0.19 -0.12
C 1.51939 -0.15721 1.21731 0.08 -0.02 0.17
O 2.11314 0.69201 1.85970 -0.17 -0.26 -0.12
C 1.64839 0.15617 -0.48844 0.02 0.04 -0.26
H -2.55935 -0.83779 -1.40699 0.11 0.01 0.11
H -1.02056 -1.53495 -0.89916 -0.10 0.13 0.04
H -2.23062 -1.09599 0.31594 0.08 0.05 -0.12
H -0.74437 0.91957 -1.50172 -0.06 -0.03 0.14
H -2.01820 1.33138 -0.36876 0.09 -0.05 0.01
H 0.23514 1.82087 0.63587 -0.02 -0.17 -0.03
H -0.63073 0.51719 1.55658 0.09 0.00 -0.12
H 0.56260 -1.71759 0.66166 0.06 0.08 0.08
H 1.70259 1.20729 -0.76719 -0.03 -0.13 0.10
H 1.02266 -0.42101 -1.16999 0.07 0.05 0.15
H 2.66452 -0.24630 -0.53034 -0.13 0.04 0.05
```
Positions in Å, forces in eV/Å.

Summary:
Electronic energy ... -8896.55993 eV
LUMO (alpha / beta) ... -1.39 / -1.38 eV
Total charge ... 0
Frontier orbital gap (alpha / beta) ... 7.477 / 7.480 eV
Energy relative to the best compared isomer or geometry (same formula, charge and spin) ... 118.5 kcal per mole